# 1
Computed, not measured: the ion C9H11N4Se with charge +1, with ωB97M-V/def2-TZVPD.

```
25
C9H11N4Se | OMol25 | ωB97M-V/def2-TZVPD
C -3.870 0.896 -0.977
C -2.499 1.293 -1.713
N -1.418 1.333 -0.724
N -0.701 0.224 -0.609
N 0.266 0.191 0.216
C 1.086 -0.883 0.356
C 1.410 -1.823 -0.701
C 2.474 -2.733 -0.543
C 3.334 -2.563 0.554
C 3.092 -1.644 1.641
C 1.966 -0.825 1.474
N -1.370 2.376 0.091
C -0.506 2.651 0.933
Se 0.064 3.121 2.544
H -4.623 1.575 -1.267
H -3.949 0.955 0.133
H -4.231 -0.069 -1.312
H -2.385 2.364 -1.964
H -2.280 0.594 -2.568
H 0.600 -1.871 -1.491
H 2.614 -3.420 -1.377
H 4.274 -3.209 0.509
H 3.576 -1.989 2.600
H 1.799 -0.068 2.300
H 1.277 3.527 1.894
```

Calculated values
Energy relative to the best compared isomer or geometry (same formula, charge and spin): 7.9 kcal per mole
HOMO level (alpha / beta): -0.438 / -0.438 hartree
Charge: +1

# 2
Computed, not measured: the molecule C3H7N3S2, with ωB97M-V/def2-TZVPD.

```
15
C3H7N3S2 | OMol25 | ωB97M-V/def2-TZVPD
N -0.252 -0.965 1.783
N -0.449 0.239 0.949
C -1.753 0.658 0.722
C -2.435 -0.177 -0.329
S -1.103 0.145 -1.649
C 0.083 0.132 -0.349
N 1.247 -0.043 -0.538
S 2.833 0.004 0.244
H -0.036 -1.769 1.117
H 0.611 -0.651 2.577
H -1.570 1.748 0.453
H -2.286 0.755 1.779
H -3.338 0.302 -0.746
H -2.530 -1.375 0.041
H 2.274 0.299 1.640
```

Calculated values
Energy relative to the best compared isomer or geometry (same formula, charge and spin): 110.2 kcal per mole
HOMO level: -0.316 hartree
Charge: 0

# 3
Computed, not measured: a cluster of 2 separate species, C5H14N2O in total, with ωB97M-V/def2-TZVPD.

```
22
C5H14N2O | OMol25 | ωB97M-V/def2-TZVPD
C -1.865 -1.709 -3.063
N -0.967 -0.655 -2.571
C -0.633 -0.662 -1.330
N -0.958 -1.624 -0.322
H -1.333 -2.296 -3.839
H -2.763 -1.251 -3.482
H -2.157 -2.397 -2.220
H 0.018 0.080 -0.873
H -0.089 -1.788 0.204
H -1.508 -1.131 0.395
C 0.363 2.665 2.574
C 0.433 1.522 1.538
C 1.699 0.702 1.703
O 1.671 -0.354 0.724
H 1.250 3.377 2.495
H -0.548 3.242 2.492
H 0.405 2.251 3.608
H 0.416 1.931 0.505
H -0.434 0.859 1.639
H 1.740 0.277 2.742
H 2.619 1.319 1.563
H 2.501 -0.790 0.701
```

Calculated values
Energy relative to the best compared isomer or geometry (same formula, charge and spin): 57.7 kcal per mole
HOMO level: -0.334 hartree
Charge: 0